The following is a quantum chemistry calculation of a cluster of 4 separate species, C8H12N4 in total in a non-equilibrium geometry, from OMol25.

Geometry (Å):
C  2.59  0.35  4.44
C  2.85  -0.99  3.86
N  3.06  -2.03  3.36
H  2.27  0.97  3.60
H  3.54  0.76  4.77
H  1.95  0.25  5.32
C  1.97  0.52  -2.15
C  2.86  1.51  -2.79
N  3.54  2.27  -3.28
H  0.92  0.76  -2.04
H  2.38  0.41  -1.15
H  2.05  -0.46  -2.63
C  -0.78  -0.54  0.06
C  -0.04  0.32  1.02
N  0.54  0.99  1.75
H  -1.85  -0.35  0.17
H  -0.63  -1.58  0.34
H  -0.55  -0.48  -1.01
C  -4.16  -0.81  -2.33
C  -4.93  0.36  -1.94
N  -5.50  1.35  -1.77
H  -3.14  -1.03  -2.00
H  -4.14  -0.87  -3.41
H  -4.79  -1.69  -2.17

## Properties
Spin multiplicity: 1
Structure (SMILES): CC#N.CC#N.CC#N.CC#N
Energy (Ha): -530.99006
Charge: 0
Energy above the lowest of the compared OMol25 structures with the same formula, charge and spin (kJ/mol): 248.6
Frontier orbital gap (Ha): 0.4211

In elementary charge units, the Mulliken charges are:
1 C -0.634
2 C 0.314
3 N -0.416
4 H 0.239
5 H 0.271
6 H 0.249
7 C -0.574
8 C 0.177
9 N -0.323
10 H 0.154
11 H 0.234
12 H 0.312
13 C -0.700
14 C 0.316
15 N -0.394
16 H 0.272
17 H 0.298
18 H 0.198
19 C -0.719
20 C 0.369
21 N -0.348
22 H 0.150
23 H 0.289
24 H 0.266

The following is a quantum chemistry calculation of a cluster of 2 separate species, C8H12N4 in total in a non-equilibrium geometry, from OMol25.

Geometry (Å):
C  -2.43  -1.08  -2.53
C  -1.13  -0.47  -2.17
C  -0.39  0.30  -3.03
N  0.60  0.84  -2.29
C  0.45  0.53  -0.96
N  -0.61  -0.28  -0.89
H  -2.74  -1.73  -1.70
H  -2.27  -1.74  -3.38
H  -3.23  -0.39  -2.70
H  -0.42  0.47  -4.10
H  1.22  1.50  -2.75
H  1.18  0.83  -0.24
C  -1.08  0.35  2.09
C  0.39  0.11  2.34
C  1.27  -0.95  2.39
N  2.53  -0.38  2.28
C  2.34  0.99  2.05
N  1.10  1.31  2.33
H  -1.64  -0.58  2.03
H  -1.18  1.02  1.23
H  -1.54  0.79  2.99
H  1.01  -1.96  2.73
H  3.29  -1.04  2.19
H  3.27  1.57  2.10

## Properties
Spin multiplicity: 1
Structure (SMILES): Cc1c[nH]cn1.Cc1c[nH]cn1
Energy (Ha): -531.02739
Charge: 0
Energy above the lowest of the compared OMol25 structures with the same formula, charge and spin (kJ/mol): 150.6
Frontier orbital gap (Ha): 0.3388

In elementary charge units, the Mulliken charges are:
1 C -1.183
2 C 0.414
3 C -0.387
4 N -0.052
5 C -0.143
6 N -0.388
7 H 0.321
8 H 0.319
9 H 0.272
10 H 0.367
11 H 0.205
12 H 0.266
13 C -0.992
14 C 0.501
15 C -0.517
16 N -0.057
17 C -0.290
18 N -0.458
19 H 0.327
20 H 0.234
21 H 0.321
22 H 0.368
23 H 0.207
24 H 0.345

The following is a quantum chemistry calculation of the molecule C8H12N4O3 in a non-equilibrium geometry, from OMol25.

Geometry (Å):
N  -0.91  2.99  -1.14
C  -0.70  2.89  0.35
C  0.19  1.71  0.85
O  0.15  1.26  1.96
N  0.82  0.99  -0.19
C  1.30  -0.37  0.07
C  0.38  -1.45  -0.65
C  -1.13  -1.46  -0.18
C  -1.95  -2.36  0.35
N  -3.23  -1.64  0.28
C  -2.92  -0.40  -0.35
N  -1.73  -0.36  -0.75
C  2.77  -0.63  -0.17
O  3.54  0.18  -0.56
O  3.15  -1.86  0.28
H  0.02  3.01  -1.66
H  -1.57  2.25  -1.55
H  -1.66  2.64  0.89
H  -0.46  3.89  0.69
H  0.38  1.12  -1.17
H  1.01  -0.54  1.27
H  0.51  -1.21  -1.82
H  0.67  -2.45  -0.44
H  -2.25  -3.34  0.66
H  -3.99  -1.81  0.90
H  -3.69  0.26  -0.55
H  4.08  -1.89  0.35

## Properties
Spin multiplicity: 1
Structure (SMILES): NCC(=O)N[C@@H](Cc1c[nH]cn1)C(=O)O
Energy (Ha): -756.74300
Charge: 0
Energy above the lowest of the compared OMol25 structures with the same formula, charge and spin (kJ/mol): 259.8
Frontier orbital gap (Ha): 0.3592

In elementary charge units, the Mulliken charges are:
1 N -0.741
2 C -0.433
3 C 0.540
4 O -0.605
5 N -0.083
6 C 0.208
7 C -0.935
8 C 0.451
9 C -0.663
10 N -0.205
11 C -0.437
12 N -0.198
13 C 0.029
14 O -0.535
15 O -0.438
16 H 0.295
17 H 0.291
18 H 0.248
19 H 0.407
20 H 0.312
21 H 0.319
22 H 0.290
23 H 0.445
24 H 0.405
25 H 0.227
26 H 0.469
27 H 0.337

The following is a quantum chemistry calculation of the ion C8H12N5 with charge +1 in a non-equilibrium geometry, from OMol25.

Geometry (Å):
C  -3.14  0.26  1.01
N  -1.96  0.60  0.13
N  -2.01  1.95  -0.39
C  -0.61  0.32  0.65
C  -0.03  -0.63  -0.21
C  1.24  -1.36  -0.10
N  1.29  -2.67  -0.45
C  2.40  -0.90  0.50
C  3.04  0.39  0.66
C  3.00  1.42  -0.13
N  2.60  2.45  -0.62
C  -0.98  -0.86  -1.24
N  -2.06  -0.21  -1.04
H  -3.18  -0.70  1.27
H  -3.04  1.03  1.76
H  -4.02  0.34  0.52
H  -1.17  2.48  -0.39
H  -2.40  1.74  -1.30
H  -0.45  0.72  1.60
H  1.87  -3.37  -0.06
H  0.36  -3.05  -0.73
H  3.16  -1.77  0.82
H  4.04  0.42  1.29
H  2.75  2.91  -1.53
H  -0.69  -1.50  -2.03

## Properties
Spin multiplicity: 1
Structure (SMILES): C[N@@+]1(N)C=C(/C(N)=C\C=C=N)C=N1
Energy (Ha): -585.34520
Charge: +1
Energy above the lowest of the compared OMol25 structures with the same formula, charge and spin (kJ/mol): 614.6
Frontier orbital gap (alpha / beta) (Ha): 0.2058 / 0.2061

In elementary charge units, the Mulliken charges are:
1 C -0.858
2 N 0.969
3 N -0.680
4 C -0.732
5 C 0.251
6 C 1.123
7 N -0.492
8 C -0.623
9 C -0.835
10 C 0.490
11 N -0.419
12 C -0.132
13 N -1.024
14 H 0.389
15 H 0.356
16 H 0.393
17 H 0.298
18 H 0.332
19 H 0.538
20 H 0.232
21 H 0.192
22 H 0.059
23 H 0.252
24 H 0.299
25 H 0.622

The following is a quantum chemistry calculation of the ion C8H12N5 with charge +1 in a non-equilibrium geometry, from OMol25.

Geometry (Å):
C  1.20  -1.04  -1.47
C  0.27  -0.05  -0.65
N  -0.40  0.96  -1.65
C  0.76  0.85  0.47
C  0.09  1.91  1.09
N  0.98  2.52  1.95
C  2.10  1.80  1.97
N  2.01  0.76  1.11
C  -0.89  -0.84  -0.16
C  -1.47  -1.93  -0.77
N  -2.45  -2.40  0.01
C  -2.47  -1.66  1.08
N  -1.55  -0.67  1.04
H  0.60  -1.37  -2.21
H  1.54  -1.82  -0.68
H  2.05  -0.45  -1.80
H  -0.95  0.27  -2.23
H  0.29  1.49  -2.28
H  -0.76  1.62  -0.97
H  -0.93  2.19  0.79
H  3.02  1.84  2.47
H  2.74  0.09  1.05
H  -1.28  -2.44  -1.76
H  -3.07  -1.72  1.89
H  -1.44  0.07  1.69

## Properties
Spin multiplicity: 1
Structure (SMILES): CC([NH3+])(c1cnc[nH]1)c1cnc[nH]1
Energy (Ha): -585.53647
Charge: +1
Energy above the lowest of the compared OMol25 structures with the same formula, charge and spin (kJ/mol): 112.4
Frontier orbital gap (alpha / beta) (Ha): 0.3480 / 0.3481

In elementary charge units, the Mulliken charges are:
1 C -1.527
2 C 1.693
3 N -0.183
4 C -0.309
5 C -0.506
6 N -0.682
7 C -0.251
8 N -0.130
9 C -0.144
10 C -0.429
11 N -0.607
12 C -0.355
13 N 0.025
14 H 0.537
15 H 0.340
16 H 0.386
17 H 0.492
18 H 0.380
19 H 0.283
20 H 0.437
21 H 0.429
22 H 0.162
23 H 0.287
24 H 0.491
25 H 0.182

The following is a quantum chemistry calculation of a cluster of 2 separate species, C8H12NO in total in a non-equilibrium geometry, from OMol25.

Geometry (Å):
C  -2.26  -0.15  1.10
C  -1.88  -1.29  0.39
C  -1.56  0.89  1.33
C  0.61  -0.20  -1.38
C  -0.43  -1.47  0.57
C  0.27  -0.16  0.10
C  1.56  -1.22  -1.83
C  0.56  2.19  0.82
N  -0.42  1.08  0.36
O  0.09  0.65  -2.06
H  -2.55  -1.98  -0.12
H  -1.63  1.89  2.70
H  -0.24  -1.84  1.65
H  -0.18  -2.29  -0.13
H  1.34  -0.36  0.46
H  1.94  -0.95  -2.79
H  1.13  -2.15  -2.16
H  2.43  -1.34  -1.15
H  -0.06  3.15  0.88
H  0.80  1.93  1.79
H  1.26  2.36  0.11
H  -0.78  1.30  -0.63

## Properties
Spin multiplicity: 3
⟨S²⟩: 2.009
Energy (Ha): -441.46550
Charge: +1
Energy above the lowest of the compared OMol25 structures with the same formula, charge and spin (kJ/mol): 263.4
Frontier orbital gap (alpha / beta) (Ha): 0.2833 / 0.3040

In elementary charge units, the Mulliken charges are:
1 C -0.093
2 C -0.622
3 C -0.304
4 C 0.943
5 C -0.376
6 C -0.251
7 C -1.513
8 C -1.137
9 N 0.256
10 O -0.576
11 H 0.455
12 H 0.338
13 H 0.364
14 H 0.297
15 H 0.265
16 H 0.446
17 H 0.398
18 H 0.356
19 H 0.390
20 H 0.494
21 H 0.371
22 H 0.499

The following is a quantum chemistry calculation of a structure of composition C8H12NO3 in a non-equilibrium geometry, from OMol25.

Geometry (Å):
C  -0.09  -0.33  0.64
C  -1.22  -0.54  -0.47
C  -1.67  0.35  2.10
C  -0.39  1.63  0.68
C  -1.86  1.14  0.89
C  -0.12  2.51  -0.53
C  2.34  -1.64  -1.30
C  1.74  -1.87  0.04
N  -1.12  -1.52  -1.25
O  -0.77  -0.52  1.88
O  -2.20  0.26  -0.19
O  1.12  -0.75  0.66
H  -2.10  0.33  3.16
H  0.09  1.82  1.62
H  -2.73  1.81  0.91
H  -0.85  2.44  -1.32
H  0.87  2.42  -0.83
H  -0.25  3.59  -0.28
H  1.85  -0.97  -1.96
H  3.36  -1.21  -1.25
H  2.32  -2.59  -1.75
H  2.60  -2.22  0.64
H  0.87  -2.59  -0.06
H  -1.79  -1.53  -2.05

## Properties
Spin multiplicity: 1
Energy (Ha): -592.09541
Charge: +1
Energy above the lowest of the compared OMol25 structures with the same formula, charge and spin (kJ/mol): 342.6
Frontier orbital gap (alpha / beta) (Ha): 0.2947 / 0.2948

In elementary charge units, the Mulliken charges are:
1 C 0.347
2 C 0.561
3 C -0.111
4 C -0.159
5 C 0.139
6 C -1.422
7 C -1.202
8 C -0.190
9 N -0.564
10 O -0.172
11 O -0.404
12 O -0.395
13 H 0.410
14 H 0.612
15 H 0.399
16 H 0.334
17 H 0.392
18 H 0.423
19 H 0.362
20 H 0.364
21 H 0.351
22 H 0.321
23 H 0.309
24 H 0.296

The following is a quantum chemistry calculation of the molecule C8H12O in a non-equilibrium geometry, from OMol25.

Geometry (Å):
C  3.49  0.50  -0.25
C  2.17  0.38  0.20
C  -1.98  0.66  -0.71
C  -0.77  0.90  0.10
C  -2.44  -0.67  -0.12
C  -0.15  -0.47  0.42
C  -1.34  -1.40  0.41
C  1.32  -0.61  -0.04
O  1.77  -1.86  -0.13
H  3.97  1.46  -0.14
H  4.00  -0.28  -0.61
H  1.77  1.20  0.67
H  -2.68  1.55  -0.61
H  -1.60  0.39  -1.66
H  -0.06  1.64  -0.40
H  -1.07  1.35  1.12
H  -3.19  -0.50  0.61
H  -2.97  -1.23  -0.94
H  -0.02  -0.52  1.49
H  -1.35  -2.34  0.88
H  2.75  -1.73  -0.13

## Properties
Spin multiplicity: 1
Energy (Ha): -387.08130
Charge: 0
Energy above the lowest of the compared OMol25 structures with the same formula, charge and spin (kJ/mol): 476.9
Frontier orbital gap (alpha / beta) (Ha): 0.2777 / 0.2774

In elementary charge units, the Mulliken charges are:
1 C -1.326
2 C -0.225
3 C -0.793
4 C -0.553
5 C -0.550
6 C 0.543
7 C -0.862
8 C 0.391
9 O -0.451
10 H 0.271
11 H 0.348
12 H 0.377
13 H 0.310
14 H 0.340
15 H 0.387
16 H 0.266
17 H 0.290
18 H 0.279
19 H 0.145
20 H 0.502
21 H 0.310

The following is a quantum chemistry calculation of a cluster of 2 separate species, C8H12O2 in total in a non-equilibrium geometry, from OMol25.

Geometry (Å):
C  -1.35  0.91  -2.79
C  -0.27  0.69  -1.81
C  0.08  1.79  -1.01
C  0.89  1.72  0.13
C  1.43  0.46  0.40
O  2.16  0.26  1.54
C  1.21  -0.61  -0.46
C  0.26  -0.56  -1.44
H  -2.33  0.65  -2.36
H  -1.40  0.31  -3.70
H  -1.36  1.94  -3.14
H  -0.38  2.76  -1.17
H  0.85  2.38  0.99
H  2.13  -0.67  1.80
H  1.62  -1.58  -0.20
H  0.07  -1.37  -2.14
C  -0.93  -1.43  2.53
O  0.18  -2.16  3.00
H  -1.09  -0.49  3.07
H  -1.77  -2.12  2.62
H  -1.00  -1.18  1.46
H  0.98  -1.71  2.68

## Properties
Spin multiplicity: 1
Structure (SMILES): Cc1ccc(O)cc1.CO
Energy (Ha): -462.46693
Charge: 0
Energy above the lowest of the compared OMol25 structures with the same formula, charge and spin (kJ/mol): 103.4
Frontier orbital gap (Ha): 0.3409

In elementary charge units, the Mulliken charges are:
1 C -1.425
2 C 0.693
3 C -0.292
4 C -0.733
5 C 0.562
6 O -0.569
7 C -0.305
8 C -0.646
9 H 0.279
10 H 0.381
11 H 0.360
12 H 0.291
13 H 0.345
14 H 0.274
15 H 0.390
16 H 0.369
17 C -0.406
18 O -0.464
19 H 0.252
20 H 0.270
21 H 0.127
22 H 0.244

The following is a quantum chemistry calculation of the molecule C8H12O6 in a non-equilibrium geometry, from OMol25.

Geometry (Å):
C  1.30  -0.23  -1.84
C  1.37  -0.58  -0.37
C  1.97  -1.67  0.04
O  2.02  -2.06  1.35
C  0.64  0.27  0.62
O  1.42  0.56  1.79
O  -0.52  -0.54  1.09
C  -1.74  0.12  0.75
C  -2.67  -0.83  -0.20
O  -2.63  -0.38  -1.59
C  -1.37  1.32  0.02
O  -2.20  2.28  -0.49
C  0.01  1.50  0.04
O  0.77  2.45  -0.45
H  0.41  0.18  -2.24
H  1.45  -1.14  -2.48
H  2.16  0.43  -2.23
H  2.39  -2.35  -0.69
H  1.54  -1.49  1.98
H  2.35  0.85  1.34
H  -2.43  0.19  1.60
H  -3.70  -0.81  0.25
H  -2.35  -1.87  -0.17
H  -1.81  -0.60  -1.96
H  -3.01  1.81  -0.73
H  0.46  3.34  -0.27

## Properties
Spin multiplicity: 1
Structure (SMILES): C/C(=C/O)[C@]1(O)O[C@H](CO)C(O)=C1O
Energy (Ha): -763.37544
Charge: 0
Energy above the lowest of the compared OMol25 structures with the same formula, charge and spin (kJ/mol): 359.7
Frontier orbital gap (Ha): 0.3234

In elementary charge units, the Mulliken charges are:
1 C -1.510
2 C 0.724
3 C -0.431
4 O -0.582
5 C 1.208
6 O -0.617
7 O -0.481
8 C 0.174
9 C -0.640
10 O -0.563
11 C 0.350
12 O -0.606
13 C -0.822
14 O -0.527
15 H 0.328
16 H 0.403
17 H 0.240
18 H 0.437
19 H 0.462
20 H 0.462
21 H 0.260
22 H 0.359
23 H 0.306
24 H 0.318
25 H 0.362
26 H 0.387

The following is a quantum chemistry calculation of the molecule C8H12Si in a non-equilibrium geometry, from OMol25.

Geometry (Å):
C  1.88  0.00  2.21
C  0.69  0.40  1.84
Si  0.02  -0.02  0.18
C  -1.60  -0.85  0.37
C  -2.32  -1.35  -0.60
C  -0.26  1.58  -0.74
C  -1.39  2.26  -0.71
C  1.08  -1.27  -0.69
C  2.00  -0.89  -1.54
H  2.47  -0.67  1.60
H  2.26  0.29  3.18
H  0.08  1.05  2.43
H  -2.09  -0.59  1.31
H  -1.89  -1.57  -1.52
H  -3.33  -1.66  -0.36
H  0.58  1.91  -1.30
H  -1.49  3.25  -1.07
H  -2.21  1.86  -0.17
H  0.92  -2.31  -0.47
H  2.12  0.18  -1.75
H  2.48  -1.58  -2.22

## Properties
Spin multiplicity: 1
Structure (SMILES): C=C[Si](C=C)(C=C)C=C
Energy (Ha): -601.41833
Charge: 0
Energy above the lowest of the compared OMol25 structures with the same formula, charge and spin (kJ/mol): 29.5
Frontier orbital gap (Ha): 0.4010

In elementary charge units, the Mulliken charges are:
1 C -0.690
2 C -0.267
3 Si 0.600
4 C -0.405
5 C -0.676
6 C -0.210
7 C -0.750
8 C -0.476
9 C -0.531
10 H 0.285
11 H 0.269
12 H 0.346
13 H 0.355
14 H 0.289
15 H 0.265
16 H 0.230
17 H 0.301
18 H 0.279
19 H 0.369
20 H 0.130
21 H 0.287

The following is a quantum chemistry calculation of a structure of composition C8H13AgCl2O6P in a non-equilibrium geometry, from OMol25.

Geometry (Å):
C  -0.36  -0.95  -2.69
C  0.79  -1.68  -2.20
Cl  2.33  -1.24  -2.83
C  0.74  -2.70  -1.22
Cl  2.12  -3.50  -0.77
O  -0.38  -3.06  -0.66
P  -0.74  -2.21  0.77
O  0.43  -2.29  1.63
O  -2.02  -2.90  1.29
O  -0.97  -0.79  0.17
C  -1.73  0.20  0.94
C  -0.89  0.86  2.03
C  0.59  1.02  1.64
C  0.99  2.48  1.58
O  0.15  3.22  0.67
C  0.49  3.12  -0.62
O  0.71  2.08  -1.20
H  -0.48  -0.03  -2.11
H  -1.26  -1.53  -2.52
H  -0.26  -0.65  -3.73
H  -2.33  -2.44  2.09
H  -2.01  0.95  0.22
H  -2.66  -0.21  1.31
H  -1.34  1.83  2.18
H  -0.98  0.29  2.95
H  1.20  0.51  2.38
H  0.83  0.60  0.67
H  0.82  2.91  2.55
H  2.05  2.60  1.38
H  0.53  4.07  -1.16
Ag  3.63  -0.53  -4.72

## Properties
Spin multiplicity: 2
⟨S²⟩: 0.754
Energy (Ha): -2172.13769
Charge: +2
Frontier orbital gap (alpha / beta) (Ha): 0.2474 / 0.1884

In elementary charge units, the Mulliken charges are:
1 C -1.054
2 C 0.795
3 Cl -0.160
4 C 0.499
5 Cl 0.053
6 O -0.355
7 P 0.794
8 O -0.576
9 O -0.507
10 O 0.120
11 C -0.784
12 C -0.628
13 C -0.109
14 C -0.912
15 O -0.292
16 C 0.058
17 O -0.446
18 H 0.179
19 H 0.318
20 H 0.553
21 H 0.419
22 H 0.267
23 H 0.505
24 H 0.492
25 H 0.296
26 H 0.423
27 H 0.111
28 H 0.435
29 H 0.368
30 H 0.404
31 Ag 0.735